15
Properties=species:S:1:pos:R:3:lowdin_charge:R:1 method="wB97M-V/def2-TZVPD" relative_energy_kcal_mol=31.1 gap_ev=6.60 charge=-1 lumo_energy_ev=4.210 homo_ev=-2.39 smiles=NCCNC[O-]
C 0.892 -0.708 0.563 -0.297
N 1.057 0.577 -0.076 -0.082
C 0.154 1.543 -0.835 -0.619
O 0.780 2.664 -1.048 -0.307
C -0.568 -0.984 0.903 -0.299
N -1.380 -1.090 -0.331 -0.026
H 1.469 -0.683 1.506 0.095
H 1.272 -1.547 -0.043 0.088
H 2.008 0.849 -0.258 0.072
H -0.793 1.590 -0.222 0.071
H -0.184 1.011 -1.786 0.063
H -0.893 -0.123 1.504 0.100
H -0.657 -1.934 1.416 0.080
H -0.903 -0.573 -1.066 0.015
H -2.255 -0.591 -0.227 0.047

15
Properties=species:S:1:pos:R:3:lowdin_charge:R:1 method="wB97M-V/def2-TZVPD" relative_energy_kcal_mol=141.0 gap_ev="8.78 / 9.08" charge=+1 lumo_energy_ev="-6.026 / -5.206" homo_ev="-14.81 / -14.29"
C -0.105 0.345 0.170 -0.098
C -2.189 0.363 1.428 -0.017
C 2.054 -0.534 -1.959 -0.212
N -1.361 0.410 0.271 0.030
N 0.792 -0.006 1.001 0.174
O 0.854 0.091 -2.054 -0.071
H -1.746 0.498 2.372 0.086
H -3.111 0.987 1.269 0.131
H -2.718 -0.554 1.264 0.102
H 1.879 -1.474 -1.374 0.102
H 2.995 -0.021 -1.728 0.090
H 2.089 -0.938 -3.028 0.150
H -1.861 0.730 -0.537 0.173
H 0.623 -0.128 2.080 0.199
H 1.804 0.231 0.823 0.161

15
Properties=species:S:1:pos:R:3:lowdin_charge:R:1 method="wB97M-V/def2-TZVPD" relative_energy_kcal_mol=38.7 gap_ev=9.99 charge=+1 lumo_energy_ev=-3.465 homo_ev=-13.46
C -1.511 -1.206 1.785 -0.161
C 1.919 1.418 -2.629 -0.046
C 0.577 1.276 -1.993 -0.310
N -1.880 -1.953 2.783 0.202
N -0.385 -0.526 1.635 0.209
O 0.375 0.875 -0.901 0.028
H -2.275 -1.069 0.882 0.215
H 2.723 0.722 -2.267 0.093
H 1.917 1.298 -3.697 0.068
H 2.537 2.326 -2.197 0.138
H -0.248 1.630 -2.545 0.105
H -2.857 -2.119 2.742 0.132
H -1.195 -2.156 3.475 0.141
H 0.475 -0.485 2.116 0.132
H -0.174 -0.031 0.811 0.053

15
Properties=species:S:1:pos:R:3:lowdin_charge:R:1 method="wB97M-V/def2-TZVPD" relative_energy_kcal_mol=165.0 gap_ev="7.70 / 7.70" charge=+1 lumo_energy_ev="-6.788 / -6.787" homo_ev="-14.49 / -14.49"
C 1.931 -1.002 0.564 -0.080
C -2.642 0.642 -1.275 0.047
C 1.213 -0.056 -0.150 0.162
N -1.310 -0.781 -0.144 0.113
N -2.402 -0.149 -0.081 -0.416
O -3.127 -0.176 0.870 0.104
H 2.836 -0.378 0.872 0.183
H 1.237 -1.196 1.406 0.134
H 2.335 -1.784 -0.050 0.105
H -1.783 0.940 -1.768 0.075
H -3.300 1.441 -1.133 0.097
H -3.117 -0.002 -1.956 0.103
H 0.840 0.769 0.541 0.139
H 1.146 -0.005 -1.241 0.116
H -1.119 -1.453 0.657 0.120

15
Properties=species:S:1:pos:R:3:lowdin_charge:R:1 method="wB97M-V/def2-TZVPD" relative_energy_kcal_mol=194.3 gap_ev="9.43 / 5.19" charge=+1 lumo_energy_ev="-5.736 / -7.885" homo_ev="-15.17 / -13.07"
C 0.308 -0.821 1.800 0.036
C -1.908 -0.095 1.444 0.024
C 1.694 1.028 -3.323 0.359
N -0.629 -0.346 0.757 -0.136
N -0.356 0.267 -0.333 0.006
O 0.712 0.299 -0.904 0.052
H 1.266 -0.763 1.473 0.065
H 0.233 -0.296 2.690 0.091
H 0.238 -1.810 2.017 0.084
H -2.456 -0.996 1.094 0.124
H -1.827 -0.072 2.432 0.042
H -2.372 0.819 0.964 0.131
H 1.921 1.845 -3.904 0.018
H 0.817 0.328 -3.587 0.088
H 2.359 0.613 -2.620 0.015

15
Properties=species:S:1:pos:R:3:lowdin_charge:R:1 method="wB97M-V/def2-TZVPD" relative_energy_kcal_mol=137.2 gap_ev="8.76 / 8.26" charge=+1 lumo_energy_ev="-4.423 / -4.761" homo_ev="-13.19 / -13.02"
C -1.191 -1.209 0.743 -0.059
C 1.501 0.984 -0.764 -0.017
C -0.116 -0.233 0.641 -0.149
N -1.523 1.529 -0.302 0.138
N 1.045 -0.347 -0.260 -0.026
O -2.563 1.085 -0.118 0.064
H -2.140 -0.752 0.606 0.055
H -1.087 -1.940 -0.049 0.103
H -1.269 -1.666 1.646 0.065
H 1.930 0.993 -1.769 0.100
H 0.454 1.484 -0.895 0.087
H 2.247 1.440 -0.053 0.126
H 0.156 0.375 1.446 0.107
H 1.860 -0.892 0.213 0.228
H 0.696 -0.851 -1.085 0.177

16
Properties=species:S:1:pos:R:3:lowdin_charge:R:1 method="wB97M-V/def2-TZVPD" relative_energy_kcal_mol=18.1 gap_ev=8.51 charge=-1 lumo_energy_ev=4.338 homo_ev=-4.17
N 1.738 1.458 -2.332 0.066
C 1.123 0.645 -1.321 -0.821
O 1.110 1.106 -0.129 -0.125
O 0.653 -0.451 -1.736 -0.119
H 2.465 2.037 -1.950 0.044
H 1.959 0.993 -3.208 0.054
C -1.808 0.087 0.637 -0.157
N -1.376 -1.104 1.404 -0.188
C 0.041 -1.048 1.608 -0.190
H -1.420 0.997 1.103 0.063
H -1.215 0.131 -0.328 0.065
H -2.885 0.150 0.442 0.058
H -1.614 -1.910 0.878 0.065
H 0.622 -1.178 0.682 0.060
H 0.344 -1.863 2.259 0.057
H 0.263 -0.052 1.991 0.067

16
Properties=species:S:1:pos:R:3:lowdin_charge:R:1 method="wB97M-V/def2-TZVPD" relative_energy_kcal_mol=24.8 gap_ev=11.05 charge=+1 lumo_energy_ev=-3.047 homo_ev=-14.10
C -2.259 0.285 0.011 -0.061
C -1.513 -1.066 0.279 -0.148
C 0.035 0.538 -0.243 -0.461
N -1.099 1.200 -0.237 0.126
N -0.140 -0.738 0.136 0.099
O 1.146 1.089 -0.491 0.152
O 3.443 0.069 0.166 -0.049
H -2.865 0.286 -0.886 0.124
H -2.701 0.489 1.014 0.136
H -1.785 -1.531 1.303 0.153
H -1.814 -1.810 -0.518 0.140
H -1.080 2.246 -0.362 0.208
H 0.500 -1.507 -0.081 0.180
H 3.675 -0.690 0.716 0.079
H 2.130 0.660 -0.699 0.196
H 4.326 0.477 -0.107 0.126

16
Properties=species:S:1:pos:R:3:lowdin_charge:R:1 method="wB97M-V/def2-TZVPD" relative_energy_kcal_mol=21.3 gap_ev=11.25 charge=+1 lumo_energy_ev=-3.170 homo_ev=-14.42
C 1.785 0.928 -0.330 -0.019
C 1.087 1.524 0.654 -0.010
N -0.256 1.377 0.326 0.129
C -0.364 0.698 -0.804 -0.092
N 0.864 0.367 -1.184 0.130
H 2.831 0.910 -0.495 0.136
H 1.330 2.018 1.576 0.142
H -1.030 1.636 0.919 0.187
H -1.259 0.407 -1.317 0.148
H 1.062 -0.116 -2.038 0.183
H 0.205 -1.915 2.015 0.053
H 0.062 -1.162 0.631 -0.030
O 0.667 -1.573 1.250 -0.040
H -3.010 -1.332 -0.288 0.067
H -1.907 -2.253 -0.756 0.070
O -2.068 -1.512 -0.157 -0.054